# 1
Entry from the OMol25 dataset: an isolated molecule of C5H10NO at a distorted geometry (ωB97M-V with the def2-TZVPD basis set).

Last column: Löwdin spin population.
Cartesian coordinates (Å):
1 H -2.020 0.902 1.555  -0.002
2 H 0.198 1.555 0.367  0.002
3 H 0.933 -0.785 -1.261  0.001
4 O -2.883 -0.697 0.745  0.748
5 H -1.943 0.868 -0.278  0.044
6 H 2.871 0.537 -2.336  0.000
7 H 1.383 0.442 1.155  0.002
8 H 2.235 2.050 -1.465  0.000
9 C 1.250 0.238 -1.053  0.002
10 C -1.953 0.278 0.668  0.093
11 C 0.670 0.559 0.309  0.003
12 H -0.453 -0.655 1.798  0.004
13 N -0.553 -1.697 0.104  0.041
14 C 2.209 0.979 -1.594  0.001
15 H 0.130 -2.355 0.436  0.001
16 C -0.515 -0.348 0.744  0.064
17 H -1.559 -1.872 0.108  -0.003

## Properties
**Highest occupied orbital energy (alpha / beta)**: -9.10 / -9.03 eV
**Energy**: -8880.5316 eV
**Total charge**: 0
**Multiplicity**: 2
**Energy above the lowest of the compared OMol25 structures with the same formula, charge and spin**: 41.2 kcal per mole
**HOMO-LUMO gap (alpha / beta)**: 10.061 / 7.051 eV

# 2
Entry from the OMol25 dataset: a cluster of 2 separate species, C5H10NO in total at a distorted geometry (ωB97M-V with the def2-TZVPD basis set).

Last column: Mulliken charge in e.
Cartesian coordinates (Å):
1 H 0.394 -2.711 0.242  0.282
2 H 1.350 2.034 -1.099  0.308
3 C -0.466 0.970 2.228  -0.240
4 N 0.216 -0.843 -0.604  0.037
5 C -0.319 -2.134 -0.232  -0.527
6 H 0.121 0.264 2.659  0.360
7 H 0.380 1.158 -2.117  0.328
8 H -0.469 -1.749 -2.590  0.337
9 H 0.970 -2.427 -1.696  0.236
10 C 0.243 0.364 -0.214  0.242
11 C 0.026 -1.879 -1.642  -0.313
12 C 0.368 1.542 -1.067  -1.019
13 H -0.410 2.277 -0.734  0.262
14 H 0.593 2.489 2.391  0.386
15 H -1.280 -2.181 0.288  0.268
16 H -1.412 0.582 1.891  0.384
17 O -0.306 2.246 2.296  -0.330

## Properties
**Highest occupied orbital energy (alpha / beta)**: -12.61 / -12.61 eV
**Energy**: -8872.5617 eV
**Total charge**: +1
**Energy above the lowest of the compared OMol25 structures with the same formula, charge and spin**: 138.8 kcal per mole
**HOMO-LUMO gap (alpha / beta)**: 8.260 / 8.264 eV

# 3
Entry from the OMol25 dataset: the ion C5H10NO with charge +1 at a distorted geometry (ωB97M-V with the def2-TZVPD basis set).

Last column: Mulliken charge in e.
Cartesian coordinates (Å):
1 H 0.287 1.864 -1.853  0.363
2 H -0.626 -0.021 -3.125  0.419
3 C -0.290 -0.127 -2.095  -0.047
4 H -0.522 1.570 1.330  0.518
5 H -1.491 -0.082 3.009  0.286
6 C -1.144 -0.817 2.264  -0.141
7 C 1.108 0.755 0.019  -0.858
8 H 1.667 0.706 -2.029  0.317
9 C 0.706 0.894 -1.482  -0.554
10 H 2.129 1.273 0.133  0.410
11 H -1.497 -1.886 2.345  0.269
12 H 0.988 1.030 2.026  0.346
13 O -0.640 -1.109 -1.552  -0.435
14 N -0.213 -0.531 1.477  -0.010
15 H 0.067 -1.281 0.807  0.336
16 C 0.263 0.895 1.198  -0.548
17 H 1.743 -0.179 0.011  0.328

## Properties
**Highest occupied orbital energy**: -13.57 eV
**Energy**: -8875.9784 eV
**Structure (SMILES)**: C=[NH+]CCCC=O
**Total charge**: +1
**Energy above the lowest of the compared OMol25 structures with the same formula, charge and spin**: 60.0 kcal per mole
**HOMO-LUMO gap**: 8.740 eV